DFT (ωB97M-V/def2-TZVPD) results for a structure of composition C54H47Br2F3HgI2N4O4P.

Calculated values
HOMO-LUMO gap (alpha / beta), eV: 6.783 / 5.980
Total energy, a.u.: -9143.9680
Spin multiplicity: 2
LUMO (alpha / beta), eV: 3.658 / 2.806
Relative energy (zero: lowest compared OMol25 entry of this formula, charge and spin), kcal/mol: 0.0
⟨S²⟩: 0.756
Total charge: -2

Structure (XYZ):
```
118
C54H47Br2F3HgI2N4O4P ωB97M-V/def2-TZVPD
Hg 0.009 0.432 0.974
C 2.779 3.378 2.419
C 3.331 2.007 2.698
C 4.597 1.899 3.328
C 5.141 0.674 3.554
C 4.422 -0.489 3.192
C 4.901 -1.809 3.372
Br 6.670 -2.126 4.031
C 4.130 -2.887 3.054
C 2.849 -2.687 2.537
Br 1.790 -4.213 2.129
C 2.270 -1.426 2.315
O 1.075 -1.319 1.865
C 3.130 -0.294 2.635
N 2.635 0.945 2.375
H 3.379 3.888 1.658
H 2.805 3.977 3.332
H 1.755 3.313 2.065
H 5.119 2.805 3.623
H 6.111 0.574 4.021
H 4.503 -3.891 3.198
C 3.112 -0.217 -0.868
C 3.247 -1.399 -1.830
C 4.214 -1.007 -2.953
C 1.876 -1.779 -2.398
C 1.923 -2.956 -3.400
O 1.281 -4.054 -2.700
C 0.735 -3.494 -1.574
N 0.973 -2.281 -1.342
C -0.155 -4.411 -0.810
C 0.211 -5.751 -0.740
C -0.627 -6.683 -0.155
C -1.874 -6.278 0.297
C -2.252 -4.944 0.217
C -1.394 -3.968 -0.295
P -1.724 -2.139 -0.254
C -2.018 -1.772 -2.025
C -2.034 -2.724 -3.043
C -2.316 -2.344 -4.350
C -2.602 -1.018 -4.647
C -2.578 -0.066 -3.638
C -2.273 -0.441 -2.338
C -3.486 -2.098 0.347
C -4.563 -1.579 -0.367
C -5.831 -1.493 0.206
C -6.047 -1.922 1.504
C -4.983 -2.440 2.235
C -3.723 -2.515 1.665
H 4.053 -0.030 -0.338
H 2.332 -0.414 -0.133
H 2.836 0.678 -1.436
H 3.636 -2.271 -1.290
H 3.810 -0.146 -3.498
H 4.406 -1.817 -3.665
H 5.173 -0.714 -2.517
H 1.421 -0.889 -2.837
H 2.933 -3.265 -3.658
H 1.361 -2.748 -4.310
H 1.171 -6.051 -1.145
H -0.324 -7.722 -0.081
H -2.565 -7.000 0.719
H -3.242 -4.673 0.546
H -1.829 -3.765 -2.820
H -2.307 -3.089 -5.140
H -2.827 -0.721 -5.665
H -2.766 0.977 -3.866
H -2.227 0.310 -1.556
H -4.427 -1.239 -1.385
H -6.648 -1.075 -0.372
H -7.033 -1.846 1.951
H -5.133 -2.770 3.256
H -2.895 -2.901 2.252
I -0.174 2.059 5.063
I -2.480 1.510 7.379
C 2.383 6.628 -1.987
C 3.128 5.472 -2.179
C 2.725 4.276 -1.604
C 1.564 4.195 -0.825
C 0.822 5.369 -0.640
C 1.228 6.567 -1.215
C 1.243 2.869 -0.245
C 0.104 2.416 0.258
C -1.202 3.112 0.304
C -2.021 3.099 -0.831
C -3.289 3.668 -0.791
C -3.750 4.279 0.372
C -2.928 4.318 1.494
C -1.668 3.731 1.464
H 2.693 7.566 -2.433
H 4.027 5.501 -2.784
H 3.295 3.368 -1.780
H -0.073 5.355 -0.033
H 0.633 7.460 -1.055
H 2.081 2.180 -0.288
H -1.637 2.629 -1.736
H -3.920 3.629 -1.673
H -4.742 4.717 0.408
H -3.274 4.786 2.410
H -1.046 3.742 2.355
F -0.494 2.090 -5.099
C 0.660 1.403 -4.936
F 1.544 1.941 -5.794
F 0.423 0.140 -5.378
C 1.153 1.375 -3.447
O 2.384 1.527 -3.328
O 0.232 1.168 -2.631
C -1.151 -1.493 4.076
C -2.057 -0.439 3.541
N -2.033 0.108 2.334
C -3.089 1.000 2.284
C -3.745 0.993 3.471
N -3.092 0.061 4.247
H -0.521 -1.085 4.871
H -0.502 -1.858 3.283
H -1.730 -2.323 4.491
H -3.301 1.578 1.393
H -4.595 1.549 3.835
H -3.207 -0.034 5.251
```